1.
ORCA calculation (ωB97M-V/def2-TZVPD) on a structure of composition C45H49GeN6ReS in a non-equilibrium geometry.

Geometry as XYZ:
```
103
Properties=species:S:1:pos:R:3:forces:R:3:lowdin_charge:R:1
Re 0.2360 1.3540 0.0154 -0.5 -0.9 0.3 1.42
C 2.7555 0.3009 3.1062 -0.2 0.1 -0.1 -0.17
C 3.1660 1.3865 2.1050 -0.1 -0.2 0.1 -0.17
C 3.4193 0.8933 0.6877 -0.3 0.0 -0.1 -0.17
N 2.3177 0.9890 -0.3117 0.3 0.2 0.0 -0.07
C 2.6434 0.7235 -1.5707 0.4 0.0 0.1 -0.24
C 3.9642 0.3408 -1.9552 0.0 0.0 0.0 0.00
C 4.4981 0.0138 -3.1747 -0.1 0.0 -0.1 -0.03
C 3.8849 -0.1395 -4.4305 0.3 -0.1 0.1 -0.06
C 2.5729 0.0934 -4.7110 -0.3 0.2 0.0 -0.04
C 1.5791 0.6281 -3.8712 0.0 -0.2 -0.3 0.00
C 1.5903 0.9753 -2.5389 -0.3 0.0 0.1 -0.23
N 0.5298 1.6237 -1.9698 -0.4 0.6 -0.3 -0.20
C -0.2148 2.6216 -2.7638 0.3 0.1 0.4 -0.21
C -0.2204 4.0253 -2.1011 0.1 -0.2 -0.1 -0.18
C 0.8786 4.2647 -1.0648 0.0 -0.2 0.2 -0.18
N 0.6055 3.4889 0.1573 0.1 0.7 0.2 -0.12
C 0.5364 3.9836 1.3688 0.1 -0.1 -0.6 -0.23
C 0.9358 5.3268 1.6734 0.1 0.2 0.1 0.02
C 0.7070 6.0982 2.7644 0.0 0.0 0.0 -0.02
C -0.0392 5.7943 3.9331 0.0 0.2 -0.1 -0.04
C -0.5689 4.5927 4.2553 -0.1 -0.2 0.0 -0.03
C -0.4350 3.3502 3.5771 -0.2 -0.1 0.3 0.02
C 0.1225 3.0145 2.3808 0.2 -0.2 -0.1 -0.23
N 0.2110 1.6645 1.9609 0.1 0.4 -0.1 -0.17
C 0.2292 0.6275 3.0255 0.0 0.1 -0.3 -0.19
C 1.3875 -0.3411 2.8719 0.2 0.1 0.1 -0.18
H 2.7802 0.7383 4.1096 0.0 -0.1 0.0 0.12
H 3.5089 -0.4910 3.0888 0.0 0.0 0.0 0.12
H 4.1035 1.8155 2.4602 0.0 0.0 0.0 0.12
H 2.4548 2.2063 2.0909 0.1 0.1 0.0 0.08
H 3.7344 -0.1537 0.7314 0.1 0.0 0.0 0.12
H 4.2506 1.4815 0.2990 0.0 0.0 -0.1 0.12
H 4.6821 0.3000 -1.1525 0.0 0.0 0.0 0.10
H 5.5619 -0.1957 -3.1537 0.0 0.0 0.0 0.12
H 4.5170 -0.4774 -5.2426 0.0 0.0 0.0 0.12
H 2.2485 -0.1194 -5.7232 0.0 0.0 0.0 0.12
H 0.6217 0.7775 -4.3565 0.0 0.0 0.0 0.12
H -1.2403 2.2812 -2.9083 -0.1 0.0 0.0 0.10
H 0.2519 2.7119 -3.7416 0.1 -0.1 -0.1 0.11
H -1.1815 4.2102 -1.6296 -0.1 0.1 0.0 0.06
H -0.1029 4.7752 -2.8840 0.0 0.0 0.0 0.12
H 0.9302 5.3330 -0.8755 0.0 0.0 0.1 0.11
H 1.8466 3.9483 -1.4576 0.1 0.0 0.0 0.13
H 1.5110 5.8011 0.8905 0.0 0.0 0.0 0.11
H 1.1196 7.0996 2.7194 0.0 0.0 0.0 0.12
H -0.1885 6.6063 4.6341 0.0 0.0 0.0 0.12
H -1.1239 4.5423 5.1842 0.0 0.0 0.0 0.12
H -0.8887 2.5242 4.1091 0.0 0.0 0.1 0.12
H -0.7123 0.0819 2.9826 0.1 0.2 0.2 0.09
H 0.3152 1.0929 4.0048 0.0 0.1 0.0 0.11
H 1.3575 -0.8095 1.8905 0.0 -0.1 0.0 0.06
H 1.2411 -1.1317 3.6126 0.0 0.0 -0.1 0.13
S -2.0652 2.2874 -0.0501 0.0 -0.4 -0.1 0.79
C -3.2920 1.0742 -0.3228 0.2 -0.1 -0.1 -0.69
N -4.5333 1.3660 0.0360 -0.2 -0.1 0.0 0.04
C -5.6867 0.4838 -0.2353 0.2 0.1 0.0 -0.13
C -5.3778 -0.3575 -1.4604 0.0 0.1 0.1 -0.14
C -4.0583 -1.0750 -1.2510 -0.2 0.4 0.0 -0.15
N -3.0316 -0.0760 -0.9149 -0.1 -0.2 0.0 0.06
H -4.6807 2.2577 0.4807 0.0 0.0 0.0 0.14
H -6.5595 1.1110 -0.3959 0.0 0.1 0.0 0.13
H -5.8718 -0.1466 0.6347 0.0 0.0 0.0 0.13
H -5.3075 0.2930 -2.3349 0.0 -0.1 0.0 0.13
H -6.1745 -1.0796 -1.6319 0.0 0.0 0.0 0.13
H -3.7411 -1.5936 -2.1531 -0.1 0.2 0.1 0.11
H -4.1300 -1.8076 -0.4439 0.0 0.1 0.0 0.12
H -2.0652 -0.2632 -1.1347 0.0 0.0 -0.1 0.07
C -0.0635 -0.3678 -0.0106 -0.1 -0.3 0.3 -0.29
Ge -0.2839 -2.3437 -0.0866 0.2 0.1 0.5 0.94
C -1.4742 -2.8195 1.3630 -0.2 0.0 0.2 -0.29
C -1.7410 -4.1677 1.6298 0.0 0.1 0.0 -0.11
C -2.5727 -4.5308 2.6826 0.0 0.0 -0.1 -0.06
C -3.1533 -3.5531 3.4817 0.0 0.0 0.0 -0.06
C -2.9070 -2.2113 3.2257 0.1 0.0 -0.1 -0.07
C -2.0727 -1.8479 2.1719 -0.1 -0.3 -0.1 -0.13
C 1.5004 -3.0252 0.1972 0.3 -0.1 0.0 -0.28
C 2.5451 -2.6582 -0.6579 0.0 -0.1 0.1 -0.12
C 3.8316 -3.1408 -0.4541 -0.1 0.0 0.0 -0.07
C 4.0890 -4.0018 0.6065 0.0 0.0 0.0 -0.06
C 3.0595 -4.3779 1.4600 0.0 0.0 0.0 -0.06
C 1.7725 -3.8894 1.2606 0.1 0.1 -0.1 -0.09
C -1.0302 -2.8308 -1.7884 -0.2 -0.1 -0.4 -0.28
C -0.2796 -2.7468 -2.9670 -0.2 0.0 0.0 -0.09
C -0.8039 -3.2072 -4.1671 0.0 0.0 0.0 -0.06
C -2.0825 -3.7534 -4.2050 0.0 0.0 0.0 -0.06
C -2.8406 -3.8318 -3.0450 0.1 0.0 0.0 -0.07
C -2.3158 -3.3746 -1.8398 0.3 -0.4 -0.1 -0.15
H -1.3014 -4.9424 1.0091 0.0 0.0 0.0 0.11
H -2.7662 -5.5772 2.8815 0.0 0.0 0.0 0.11
H -3.7976 -3.8392 4.3044 0.0 0.0 0.0 0.11
H -3.3593 -1.4502 3.8514 0.0 0.0 0.0 0.11
H -1.8818 -0.7986 1.9800 -0.2 -0.1 -0.1 0.06
H 2.3571 -1.9958 -1.4951 0.0 0.0 0.0 0.08
H 4.6310 -2.8558 -1.1293 0.0 0.0 0.0 0.11
H 5.0907 -4.3822 0.7654 0.0 0.0 0.0 0.11
H 3.2574 -5.0572 2.2803 0.0 0.0 0.0 0.11
H 0.9815 -4.1853 1.9402 0.0 0.0 0.0 0.09
H 0.7239 -2.3367 -2.9519 0.0 0.0 0.0 0.08
H -0.2102 -3.1576 -5.0723 0.0 0.0 0.0 0.11
H -2.4826 -4.1286 -5.1392 0.0 0.0 0.0 0.11
H -3.8335 -4.2629 -3.0757 0.0 0.0 0.0 0.12
H -2.9020 -3.4683 -0.9308 0.1 -0.1 -0.1 0.09
```
Positions in Å, forces in eV/Å.

The calculated total energy is -125868.6730 eV. As for the net charge: +2. As for the spin multiplicity: 1.



2.
ORCA calculation (ωB97M-V/def2-TZVPD) on a structure of composition C45H49IMnN3O5P2S.

Geometry as XYZ:
```
107
Properties=species:S:1:pos:R:3:forces:R:3:lowdin_spin:R:1
Mn 0.2993 0.6002 0.8700 -0.2 0.0 -0.2 4.72
C -2.8266 0.9183 4.3526 0.0 0.0 0.0 0.00
N -3.3191 0.9262 2.9802 -0.1 0.0 0.1 0.00
C -4.6743 1.4212 2.8029 0.1 0.0 0.0 0.00
C -2.5279 0.5003 1.9885 -0.2 0.0 0.0 0.01
O -1.4099 0.0345 2.1887 0.1 0.1 0.1 0.03
C -3.0478 0.6075 0.5605 -0.1 0.0 0.0 0.00
O -2.0347 0.1357 -0.2873 0.0 0.0 -0.1 0.01
C -2.1111 0.6097 -1.6024 0.0 -0.1 0.0 0.00
C -0.6983 0.7228 -2.1465 0.1 0.0 -0.1 0.00
O 0.2733 0.4684 -1.4370 0.0 -0.1 0.0 0.03
N -0.5661 1.1241 -3.4199 0.0 0.0 -0.1 0.00
C 0.7652 1.3372 -3.9743 -0.1 0.0 0.0 0.00
C -1.6912 1.5299 -4.2510 0.1 0.0 0.1 0.00
H -2.8984 1.9241 4.7695 0.0 0.0 0.0 0.00
H -1.7860 0.6075 4.3606 0.0 0.0 0.0 0.00
H -3.4281 0.2397 4.9606 0.0 0.0 0.0 0.00
H -4.7434 2.4558 3.1434 0.0 0.0 0.0 0.00
H -5.3705 0.8222 3.3921 0.0 0.0 0.0 0.00
H -4.9876 1.3798 1.7664 0.0 0.0 -0.1 0.00
H -3.2740 1.6553 0.3436 0.0 0.0 0.0 0.00
H -3.9616 0.0136 0.4463 0.0 0.0 0.0 0.00
H -2.5866 1.5965 -1.6575 0.0 0.0 0.1 0.00
H -2.6874 -0.0793 -2.2302 -0.1 0.0 0.0 0.00
H 1.5101 1.0645 -3.2335 0.0 0.0 0.0 0.00
H 0.8927 2.3870 -4.2469 0.0 0.0 0.0 0.00
H 0.9007 0.7239 -4.8658 0.0 0.0 0.0 0.00
H -2.5550 0.8871 -4.1011 0.0 0.0 0.0 0.00
H -1.3971 1.4447 -5.2944 0.0 0.0 0.0 0.00
H -1.9794 2.5665 -4.0599 0.0 0.0 0.0 0.00
O 2.3962 0.3696 0.2989 0.0 -0.1 0.0 0.04
P 3.3396 -0.6808 -0.1966 0.0 0.1 0.0 0.01
C 2.5662 -2.3030 -0.4532 0.0 0.0 0.1 0.00
P 1.3033 -2.6229 0.8124 0.0 -0.1 -0.1 0.01
O 0.2216 -1.5924 0.7446 0.1 0.0 0.1 0.03
C 2.1292 -2.6732 2.3961 0.0 0.0 0.0 0.00
C 3.2260 -3.5129 2.6091 0.0 0.0 0.0 0.00
C 3.8569 -3.5145 3.8385 0.0 0.0 0.0 0.00
C 3.3925 -2.6835 4.8570 0.0 0.0 0.0 0.00
C 2.2992 -1.8586 4.6488 0.0 0.0 0.0 0.00
C 1.6578 -1.8556 3.4155 0.0 0.0 0.0 0.00
C 0.6927 -4.2795 0.4921 0.0 0.0 0.0 0.00
C -0.2209 -4.7947 1.4138 0.0 -0.1 0.0 0.00
C -0.7575 -6.0581 1.2255 0.0 0.1 0.0 0.00
C -0.3816 -6.8141 0.1212 0.0 0.0 0.0 0.00
C 0.5277 -6.3068 -0.7954 0.0 0.0 0.0 0.00
C 1.0651 -5.0398 -0.6115 0.0 0.0 0.0 0.00
C 4.0694 -0.2443 -1.7810 0.0 0.0 0.0 0.00
C 4.1739 -1.1154 -2.8610 0.0 0.1 0.0 0.00
C 4.7564 -0.6843 -4.0463 0.0 0.0 0.0 0.00
C 5.2336 0.6142 -4.1547 0.0 0.0 0.0 0.00
C 5.1403 1.4849 -3.0740 0.0 0.0 0.0 0.00
C 4.5654 1.0543 -1.8891 0.0 0.0 0.0 0.00
C 4.6862 -0.9190 0.9554 0.0 0.1 0.0 0.00
C 5.7753 -1.7341 0.6502 0.0 0.0 0.0 0.00
C 6.7965 -1.8872 1.5730 0.0 0.0 0.0 0.00
C 6.7304 -1.2218 2.7939 -0.1 0.0 0.0 0.00
C 5.6471 -0.4064 3.0924 0.0 0.0 0.0 0.00
C 4.6169 -0.2490 2.1731 0.0 0.0 0.1 0.00
H 3.3354 -3.0793 -0.4640 0.0 0.0 0.0 0.00
H 2.0456 -2.2928 -1.4132 -0.1 0.0 0.0 0.00
H 3.5828 -4.1681 1.8198 0.0 0.0 0.0 0.00
H 4.7113 -4.1572 4.0082 0.0 0.0 0.0 0.00
H 3.8937 -2.6829 5.8171 0.0 0.0 0.0 0.00
H 1.9444 -1.2014 5.4323 0.0 0.0 0.0 0.00
H 0.8027 -1.2117 3.2509 0.0 0.0 0.0 0.00
H -0.5088 -4.2055 2.2774 0.0 0.0 0.0 0.00
H -1.4644 -6.4562 1.9415 0.0 0.0 0.0 0.00
H -0.7980 -7.8031 -0.0219 0.0 0.0 0.0 0.00
H 0.8218 -6.8965 -1.6538 0.0 0.0 0.0 0.00
H 1.7730 -4.6567 -1.3364 0.0 0.0 0.0 0.00
H 3.8044 -2.1308 -2.7926 0.0 0.0 0.0 0.00
H 4.8385 -1.3646 -4.8842 0.0 0.0 0.0 0.00
H 5.6871 0.9474 -5.0794 0.0 0.0 0.0 0.00
H 5.5220 2.4951 -3.1560 0.0 0.0 0.0 0.00
H 4.4959 1.7164 -1.0337 0.0 0.0 0.0 0.00
H 5.8400 -2.2332 -0.3126 0.0 0.0 0.0 0.00
H 7.6480 -2.5147 1.3407 0.0 0.0 0.0 0.00
H 7.5320 -1.3394 3.5128 0.0 0.0 0.0 0.00
H 5.5972 0.1106 4.0431 0.0 0.0 0.0 0.00
H 3.7613 0.3824 2.3965 0.0 0.0 0.0 0.00
N -0.7572 2.6298 0.3674 0.2 0.1 -0.1 0.03
S -0.0563 3.5532 -0.7327 -0.2 0.0 0.2 0.01
C 1.4448 4.2701 -0.1041 0.2 -0.1 -0.1 0.00
C 1.4490 5.1739 0.9485 0.0 0.0 0.0 0.00
C 2.6620 5.6279 1.4346 0.0 0.0 0.0 0.00
C 3.8510 5.1800 0.8694 0.0 0.0 0.0 0.00
C 3.8360 4.2736 -0.1802 0.0 0.0 0.0 0.00
C 2.6231 3.8053 -0.6684 0.0 0.0 0.0 0.00
C -1.0309 5.0496 -0.8792 0.0 0.1 -0.1 0.00
C -2.2772 5.1148 -0.2819 0.0 0.0 0.0 0.00
C -3.0488 6.2607 -0.4451 0.0 0.0 0.0 0.00
C -2.5742 7.3170 -1.2090 0.0 0.0 0.0 0.00
C -1.3218 7.2362 -1.8105 0.0 0.0 0.0 0.00
C -0.5448 6.1013 -1.6489 0.0 0.0 0.0 0.00
H -0.7687 3.1360 1.2589 0.0 -0.1 0.0 0.00
H 0.5178 5.5103 1.3889 0.0 0.0 0.0 0.00
H 2.6836 6.3220 2.2635 0.0 0.0 0.0 0.00
H 4.7957 5.5402 1.2561 0.0 0.0 0.0 0.00
H 4.7685 3.9342 -0.6139 0.0 0.0 0.0 0.00
H 2.5767 3.0797 -1.4744 0.0 0.0 0.0 0.00
H -2.6318 4.2788 0.3111 0.0 0.1 -0.1 0.00
H -4.0202 6.3249 0.0276 0.0 0.0 0.0 0.00
H -3.1775 8.2068 -1.3365 0.0 0.0 0.0 0.00
H -0.9477 8.0626 -2.4011 0.0 0.0 0.0 0.00
H 0.4407 6.0425 -2.0981 0.0 0.0 0.0 0.00
I 1.2236 2.0074 3.1562 0.1 0.0 0.1 0.05
```
Positions in Å, forces in eV/Å.

The calculated total energy is -131003.0556 eV. The calculation puts the relative energy (zero: lowest compared OMol25 entry of this formula, charge and spin) at 0.0 kcal/mol. As for the net charge: +1. As for the spin multiplicity: 6. The expectation value of S² is 8.753.



What is the net charge in the first record?
+2